1.
A cluster of 16 separate species, C20H54BNO19S in total at a distorted geometry, computed with ωB97M-V with the def2-TZVPD basis set.

XYZ file:
```
96
Properties=species:S:1:pos:R:3:forces:R:3
C -3.9060 1.1850 0.6533 0.4 1.3 -0.4
C -4.2142 1.3964 -0.9249 -0.4 -2.8 -0.4
O -4.5581 0.4000 -1.5945 1.1 4.1 1.8
O -4.0470 2.7241 -1.4572 0.6 -2.0 0.6
C -2.6401 2.9519 -1.8225 1.3 -0.4 -0.4
C -1.9435 4.1329 -0.9945 -0.4 0.6 -0.3
C -0.4641 4.5407 -1.5530 -0.3 -1.2 -0.5
C 0.1362 3.3391 -2.4288 0.9 -0.3 1.1
C 1.7436 3.4711 -2.6893 -0.5 -1.5 0.1
C 2.2690 1.9363 -2.7372 0.7 -2.3 -0.6
C 1.4347 0.9887 -3.6861 3.3 -1.9 2.1
C 1.8289 -0.5041 -3.7600 1.0 2.9 1.6
C 3.0384 -1.0480 -2.9037 -1.2 2.6 0.1
C 3.8642 -0.1283 -1.9821 -3.5 1.5 -2.5
C 3.4527 1.4041 -1.9101 -1.2 -1.6 -2.1
C 4.2877 2.3633 -0.9169 -0.4 -1.3 -0.1
B 3.6293 2.1938 0.5718 -0.9 -0.2 0.8
O 2.4768 1.2989 0.7283 1.1 1.8 -0.1
O 4.1053 2.8239 1.7772 -0.1 -2.0 -1.4
S 3.3307 -2.8856 -3.0882 -1.7 1.0 0.2
C 1.5729 -3.5254 -3.1210 -2.9 0.1 -0.4
C 1.1137 -4.8202 -2.4006 -3.0 2.4 -2.0
C -0.4132 -5.1823 -2.5013 0.7 3.1 -1.6
C -1.4264 -4.2664 -3.2810 3.0 1.2 -0.2
C -0.9557 -2.9789 -4.0160 3.1 -2.3 2.3
C 0.5724 -2.6129 -3.9248 -2.0 -2.6 1.1
N 1.0273 -1.3946 -4.6137 1.0 -0.8 2.6
H -3.5589 2.2002 1.0680 -0.5 -1.6 -0.6
H -3.0816 0.3985 0.8314 -1.5 1.2 -0.5
H -4.8524 0.8832 1.2170 1.3 0.3 -1.0
H -2.5621 3.1637 -2.9569 -0.5 -0.2 1.8
H -2.0901 1.9451 -1.6698 -0.7 1.7 -0.2
H -2.5852 5.0793 -1.1090 0.7 -1.5 0.2
H -1.9383 3.8706 0.1147 0.1 0.2 -1.6
H -0.5546 5.4635 -2.2205 0.3 -1.1 1.2
H 0.2647 4.6964 -0.6746 -1.3 0.1 -1.5
H -0.4134 3.1288 -3.4054 0.7 0.5 1.3
H 0.0339 2.3858 -1.7788 0.1 1.5 -1.1
H 2.2152 4.0526 -1.8106 -0.7 -0.9 -1.6
H 1.9536 3.9679 -3.7042 -0.2 -0.6 1.7
H 0.5532 1.3805 -4.3134 1.6 -0.7 1.2
H 4.7385 -0.5237 -1.3703 -1.5 0.5 -1.0
H 4.3726 3.4437 -1.2693 -0.1 -1.5 0.3
H 5.3562 1.9277 -0.8539 -1.5 0.8 -0.1
H 1.6722 1.8296 0.9277 0.6 -0.4 0.1
H 4.1055 2.1061 2.4602 -0.4 1.2 -0.6
H 1.8551 -5.4756 -1.8189 -1.3 1.3 -1.0
H -0.8750 -6.0906 -1.9903 1.0 1.3 -0.8
H -2.5607 -4.5106 -3.3298 2.3 0.2 0.2
H -1.6605 -2.2719 -4.5814 1.1 -1.3 1.0
H 0.2713 -0.9048 -5.1056 0.5 -0.3 0.5
O 2.7277 -1.7148 0.4646 0.1 -0.5 0.3
H 2.6527 -2.0164 1.3797 0.0 0.1 -0.1
H 2.4151 -0.8088 0.4837 -0.1 0.5 -0.1
O -0.3485 3.1398 1.7487 0.0 -0.2 0.0
H -0.4235 2.8311 2.6635 0.1 0.2 0.0
H -0.6507 4.0554 1.7894 0.1 -0.1 0.0
O -1.1206 -0.0729 2.5787 0.1 0.0 -0.1
H -0.8550 -1.0012 2.5878 0.0 0.1 0.0
H -0.8717 0.2357 1.6975 0.0 0.0 0.1
O -1.4950 -8.1049 -1.1151 0.2 0.1 -0.2
H -0.8439 -8.7787 -0.8860 -0.2 0.0 -0.1
H -2.2984 -8.3961 -0.6663 0.2 0.0 0.1
O 3.1136 -1.3725 3.7211 0.2 -0.1 0.1
H 3.9385 -1.8527 3.8712 -0.1 0.0 -0.1
H 3.4017 -0.4853 3.4734 -0.2 -0.1 0.0
O 5.6914 4.1299 -3.2712 0.2 0.2 0.0
H 6.5135 3.6493 -3.1137 -0.2 0.0 0.0
H 5.9829 5.0147 -3.5241 -0.1 -0.1 0.0
O -4.1227 3.2147 3.1934 0.0 0.1 0.0
H -5.0092 2.8504 3.3085 0.1 0.0 0.0
H -3.5578 2.4349 3.1205 -0.1 0.1 0.0
O -3.8310 1.7430 5.5930 0.4 -0.1 0.1
H -3.0201 1.2381 5.7325 -0.2 0.0 0.0
H -3.5189 2.6285 5.3603 -0.2 0.0 -0.1
O 0.2085 -7.2567 1.4228 0.0 -0.2 -0.1
H -0.3986 -7.3660 0.6757 0.0 0.2 -0.1
H 0.8991 -7.9105 1.2603 -0.1 0.1 0.1
O 1.8030 6.5761 -0.4146 0.3 0.1 0.0
H 2.6213 6.0846 -0.2693 -0.1 0.0 0.0
H 2.1023 7.4616 -0.6555 -0.1 -0.1 0.0
O -5.3004 0.9681 7.9961 0.0 -0.2 -0.1
H -5.0421 0.0390 8.0017 -0.1 0.1 0.1
H -5.0460 1.2776 7.1135 0.1 0.1 0.1
O 2.9251 -1.6577 6.8638 -0.2 -0.1 -0.1
H 2.1277 -1.9698 7.3083 0.2 0.0 0.0
H 2.7581 -1.8372 5.9288 0.0 0.2 0.0
O -4.2104 -5.9384 -4.1460 -0.2 -0.2 -0.2
H -3.7608 -6.4828 -4.8044 0.1 0.1 0.1
H -5.1429 -6.0047 -4.3858 0.1 0.1 0.1
O -2.0895 -9.2886 1.2002 -0.3 -0.4 0.5
H -2.6591 -10.0263 1.4534 0.1 0.1 -0.1
H -1.8759 -8.8583 2.0390 0.1 0.1 -0.2
O -0.2962 3.2506 4.6925 0.0 -0.2 0.3
H -0.1523 2.4627 5.2320 0.0 0.1 -0.1
H 0.0848 3.9659 5.2169 -0.1 0.0 -0.2
```
Positions in Å, forces in eV/Å.

multiplicity: 1
DFT total energy: -2701.56660 Ha
strongest force on any atom: 4.65 eV Å⁻¹
highest occupied orbital energy: -6.95 eV
E_LUMO: -0.32 eV

These are the Löwdin partial charges, in e, on atoms 1 to 5:
1 C 0.01
2 C -0.39
3 O 0.07
4 O -0.09
5 C -0.19

---

2.
A cluster of 8 separate species, C20H54BrFIO11P in total at a distorted geometry, computed with ωB97M-V with the def2-TZVPD basis set.

XYZ file:
```
89
Properties=species:S:1:pos:R:3:forces:R:3
C -2.0089 5.3049 -1.3369 -0.8 -0.2 -0.9
C -2.9810 4.1148 -1.6836 1.6 -0.7 0.1
C -2.1655 2.7723 -1.4972 -1.6 1.0 -0.1
F -0.8330 2.8912 -1.8802 -1.0 -0.2 0.4
O -2.8039 1.8048 -2.3526 1.6 -2.2 1.8
P -2.7575 0.3011 -1.5768 -2.0 -0.2 0.4
O -3.8187 0.1751 -0.5154 2.2 0.4 -1.5
O -3.1583 -0.8276 -2.7988 0.7 2.8 1.1
I -4.7157 0.0590 -3.7996 0.3 -1.0 0.0
O -1.1988 0.1400 -1.0427 -2.5 -0.2 -1.3
C -0.9774 -1.1100 -0.3405 1.0 -1.2 0.8
C 0.0167 -0.8929 0.8653 -0.6 0.3 -0.5
C -0.3135 0.3951 1.7018 0.9 -0.7 -0.6
Br -1.9838 0.2163 2.7640 0.8 0.1 -0.5
H -1.1906 5.3379 -2.1017 -0.5 -0.1 0.9
H -2.5669 6.2650 -1.4419 0.4 -0.7 0.5
H -1.6124 5.1427 -0.3076 -0.2 0.4 -0.8
H -3.3115 4.1046 -2.7560 0.1 0.3 1.0
H -3.8422 4.0731 -0.9761 0.6 0.1 -0.8
H -2.2726 2.4169 -0.4396 0.7 0.4 -0.7
H -1.9369 -1.5716 -0.0070 0.6 0.5 -0.2
H -0.4646 -1.8011 -1.0596 -0.6 0.5 0.5
H 0.0138 -1.8183 1.5002 -0.1 0.9 -0.5
H 1.0495 -0.7805 0.4313 -1.2 0.0 0.7
H -0.4534 1.2604 1.0153 0.1 -0.6 0.7
H 0.5605 0.5740 2.3761 -1.1 0.0 -0.3
C -6.4323 4.6954 1.7642 0.0 -0.1 0.1
C -5.6744 5.8647 1.1652 -0.4 -0.2 -0.1
O -5.3533 5.6066 -0.1999 0.2 0.1 0.0
H -5.8395 3.7808 1.6978 0.0 0.1 0.0
H -6.6753 4.8822 2.8121 0.0 0.0 0.0
H -7.3610 4.5152 1.2159 0.0 0.1 0.1
H -4.7387 6.0279 1.7012 0.0 0.0 -0.2
H -6.2684 6.7826 1.2206 0.1 0.0 0.2
H -6.1807 5.4725 -0.6731 0.0 0.0 0.0
C -3.6595 -3.2331 6.0528 0.0 0.1 0.1
C -2.8805 -2.8606 4.8055 -0.2 -0.4 0.1
O -1.7125 -3.6698 4.6884 0.2 0.2 -0.1
H -3.0394 -3.1075 6.9432 0.0 0.1 0.0
H -4.5532 -2.6132 6.1548 0.0 -0.1 0.0
H -3.9627 -4.2835 6.0203 -0.1 0.0 -0.1
H -2.5617 -1.8196 4.8513 0.2 -0.1 -0.1
H -3.4930 -2.9940 3.9075 -0.1 0.2 0.0
H -1.9988 -4.5866 4.6384 0.0 0.0 0.0
C 3.4540 2.4541 -0.0293 0.0 0.1 0.1
C 3.8142 1.0298 0.3462 0.0 0.2 -0.3
O 2.7505 0.1421 0.0087 0.3 0.0 0.1
H 2.5432 2.7667 0.4857 0.1 0.0 0.0
H 4.2600 3.1430 0.2312 0.0 0.0 0.0
H 3.2580 2.5331 -1.1017 0.1 0.0 0.0
H 3.9880 0.9504 1.4205 -0.1 -0.1 0.0
H 4.7208 0.7067 -0.1754 0.1 0.1 0.1
H 2.6072 0.2085 -0.9423 0.0 0.0 0.0
C 7.7361 -2.4225 -0.3458 0.1 0.0 0.0
C 7.0932 -1.2666 -1.0875 -0.2 -0.2 0.4
O 5.7018 -1.5108 -1.2731 0.0 0.1 -0.3
H 7.5995 -3.3542 -0.8984 0.1 0.1 0.0
H 8.8050 -2.2507 -0.2040 0.0 0.0 0.0
H 7.2701 -2.5600 0.6337 0.1 0.1 0.0
H 7.5459 -1.1460 -2.0722 -0.2 0.0 0.0
H 7.2176 -0.3297 -0.5334 0.2 0.0 0.0
H 5.3046 -1.6079 -0.4012 -0.1 0.0 0.0
C -2.0760 -2.0655 -7.9032 0.1 -0.1 -0.1
C -3.1264 -0.9874 -8.0901 0.1 -0.1 0.4
O -4.1930 -1.1621 -7.1637 -0.1 0.0 -0.2
H -2.5162 -3.0553 -8.0394 0.0 0.1 -0.1
H -1.2576 -1.9427 -8.6158 0.0 0.0 0.1
H -1.6663 -2.0341 -6.8900 0.1 0.1 -0.1
H -3.5481 -1.0351 -9.0948 -0.1 0.0 0.1
H -2.6923 0.0077 -7.9452 0.1 0.0 -0.2
H -3.8196 -1.1096 -6.2765 -0.1 0.0 0.0
C -0.3661 -1.0862 8.7426 0.0 0.1 -0.1
C -1.4702 -1.6486 9.6175 0.4 -0.2 -0.1
O -1.7597 -2.9944 9.2530 -0.3 0.0 0.0
H -0.6559 -1.1231 7.6905 0.0 0.0 0.1
H -0.1431 -0.0512 9.0106 0.0 0.0 0.0
H 0.5471 -1.6790 8.8439 0.0 0.1 0.1
H -2.3853 -1.0677 9.4975 0.0 -0.2 0.0
H -1.1805 -1.6228 10.6733 0.0 0.2 0.0
H -0.9538 -3.5068 9.3683 0.0 0.0 0.0
C 6.5144 -3.0124 -5.8077 -0.1 0.0 0.0
C 7.5730 -2.7065 -4.7660 0.1 0.0 -0.4
O 8.7475 -3.4754 -5.0081 0.0 -0.1 0.3
H 6.2620 -4.0744 -5.7951 0.0 0.1 0.1
H 5.6072 -2.4324 -5.6259 0.0 0.0 -0.1
H 6.8822 -2.7827 -6.8116 0.0 0.1 0.0
H 7.2088 -2.9571 -3.7688 0.1 -0.1 0.0
H 7.8389 -1.6438 -4.7792 -0.2 0.1 0.1
H 9.0708 -3.2448 -5.8841 0.0 0.0 0.0
```
Positions in Å, forces in eV/Å.

multiplicity: 1
DFT total energy: -4934.94416 Ha
strongest force on any atom: 3.29 eV Å⁻¹
highest occupied orbital energy: -9.83 eV
E_LUMO: -1.39 eV

These are the Löwdin partial charges, in e, on atoms 1 to 5:
1 C -0.10
2 C -0.15
3 C -0.39
4 F 0.02
5 O -0.27